No. 1
DFT (the ωB97M-V functional and the def2-TZVPD basis) results for C6H11NO3 in the gas phase at a distorted geometry.

relative energy (zero: lowest compared OMol25 entry of this formula, charge and spin)	212.9	kJ/mol
LUMO level	0.022	Eh
DFT total energy	-14032.072	eV
charge	0
structure (SMILES)	O=C(O)[C@@H]1NCCC[C@@H]1O
HOMO level	-9.23	eV
2S+1	1

Atoms and positions in Å:
O (-1.53, 0.77, -2.84)
C (-0.71, 0.14, -2.25)
O (-0.27, -1.04, -2.77)
C (-0.07, 0.40, -0.89)
N (1.10, -0.41, -0.62)
C (1.76, 0.24, 0.51)
C (0.75, 0.08, 1.85)
C (-0.70, 0.58, 1.49)
C (-1.16, 0.13, 0.11)
O (-1.46, -1.27, 0.12)
H (0.18, -1.60, -2.03)
H (0.25, 1.39, -0.99)
H (0.90, -1.33, -0.38)
H (1.92, 1.33, 0.47)
H (2.78, -0.17, 0.76)
H (1.24, 0.53, 2.66)
H (0.76, -0.95, 2.02)
H (-0.65, 1.64, 1.43)
H (-1.35, 0.27, 2.32)
H (-2.04, 0.75, -0.16)
H (-1.69, -1.50, -0.83)

No. 2
DFT (the ωB97M-V functional and the def2-TZVPD basis) results for a molecular structure, C2H2O2 at a distorted geometry.

relative energy (zero: lowest compared OMol25 entry of this formula, charge and spin)	155.6	kJ/mol
LUMO level	-0.002	Eh
DFT total energy	-6198.441	eV
charge	0
HOMO level	-9.67	eV
2S+1	1

Atoms and positions in Å:
C (0.26, -0.58, -0.57)
C (-0.42, 0.30, 0.47)
O (1.21, -0.65, 0.16)
O (-0.48, 1.45, 0.08)
H (0.28, -0.39, -1.58)
H (-0.85, -0.12, 1.44)

No. 3
DFT (the ωB97M-V functional and the def2-TZVPD basis) results for 2 unconnected molecules or ions with the total composition C4H12 at a distorted geometry.

relative energy (zero: lowest compared OMol25 entry of this formula, charge and spin)	113.2	kJ/mol
LUMO level	0.041	Eh
DFT total energy	-4341.355	eV
charge	0
structure (SMILES)	CC.CC
HOMO level	-11.23	eV
2S+1	1

Atoms and positions in Å:
C (-0.72, -1.30, -1.72)
C (-1.43, -1.69, -0.51)
H (0.06, -0.47, -1.43)
H (0.00, -2.12, -2.08)
H (-1.33, -1.03, -2.65)
H (-1.83, -2.65, -0.68)
H (-2.05, -0.87, -0.22)
H (-0.85, -1.89, 0.35)
C (0.68, 1.43, 1.82)
C (1.43, 1.55, 0.42)
H (1.03, 0.59, 2.27)
H (0.81, 2.36, 2.38)
H (-0.38, 1.44, 1.67)
H (1.18, 2.48, -0.21)
H (1.14, 0.61, -0.04)
H (2.44, 1.60, 0.61)

No. 4
DFT (the ωB97M-V functional and the def2-TZVPD basis) results for C12H9N3 in the gas phase at a distorted geometry.

relative energy (zero: lowest compared OMol25 entry of this formula, charge and spin)	442.8	kJ/mol
LUMO level (spin up / spin down)	0.002 / 0.002	Eh
DFT total energy	-17054.647	eV
charge	0
structure (SMILES)	N#C[C@@H]1C=C=N[C@@H]2C=CC=CC2=C=NC1
HOMO level (spin up / spin down)	-7.87 / -7.87	eV
2S+1	1

Atoms and positions in Å:
N (5.01, -0.03, -1.62)
C (3.96, -0.30, -1.25)
C (2.59, -0.66, -0.82)
C (1.59, 0.29, -1.39)
C (0.35, -0.19, -1.41)
N (-0.84, -0.52, -1.51)
C (-1.63, -0.72, -0.30)
C (-3.03, -0.21, -0.54)
C (-3.50, 0.88, 0.11)
C (-2.79, 1.42, 1.21)
C (-1.57, 0.94, 1.58)
C (-0.96, -0.12, 0.82)
C (0.31, -0.47, 1.00)
N (1.31, -1.09, 1.28)
C (2.58, -0.66, 0.79)
H (2.59, -1.72, -1.30)
H (1.98, 1.34, -1.59)
H (-1.56, -1.78, -0.36)
H (-3.75, -0.57, -1.29)
H (-4.48, 1.40, 0.03)
H (-3.23, 2.27, 1.90)
H (-1.19, 1.44, 2.48)
H (3.45, -1.20, 0.95)
H (2.82, 0.29, 1.22)

No. 5
DFT (the ωB97M-V functional and the def2-TZVPD basis) results for 2 unconnected molecules or ions with the total composition C2H10NS at a distorted geometry.

relative energy (zero: lowest compared OMol25 entry of this formula, charge and spin)	33.7	kJ/mol
LUMO level	-0.130	Eh
DFT total energy	-14554.715	eV
charge	+1
HOMO level	-13.77	eV
2S+1	1

Atoms and positions in Å:
C (-0.04, -2.12, 0.30)
S (-0.67, -1.12, 1.73)
H (0.05, -1.53, -0.64)
H (0.96, -2.40, 0.60)
H (-0.68, -3.00, 0.12)
H (-1.95, -1.14, 1.33)
C (0.64, 1.31, -1.09)
N (-0.06, 1.51, 0.20)
H (1.63, 0.87, -0.83)
H (0.10, 0.66, -1.80)
H (0.76, 2.34, -1.51)
H (0.33, 2.27, 0.77)
H (-0.04, 0.62, 0.76)
H (-1.04, 1.74, 0.05)

No. 6
DFT (the ωB97M-V functional and the def2-TZVPD basis) results for C3H4ClN in the gas phase at a distorted geometry.

relative energy (zero: lowest compared OMol25 entry of this formula, charge and spin)	185.3	kJ/mol
LUMO level	0.021	Eh
DFT total energy	-17185.814	eV
charge	0
structure (SMILES)	C[C@H](Cl)C#N
HOMO level	-11.17	eV
2S+1	1

Atoms and positions in Å:
C (0.55, 0.79, -0.42)
C (0.13, -0.22, 0.56)
Cl (0.96, -1.64, -0.14)
C (-1.36, -0.73, 0.14)
N (-2.35, -1.11, -0.29)
H (-0.28, 1.56, -0.47)
H (1.44, 1.43, 0.18)
H (0.75, 0.09, -1.34)
H (0.16, -0.17, 1.78)

No. 7
DFT (the ωB97M-V functional and the def2-TZVPD basis) results for a molecular structure, C4H6AgO at a distorted geometry.

relative energy (zero: lowest compared OMol25 entry of this formula, charge and spin)	97.6	kJ/mol
LUMO level (spin up / spin down)	-0.206 / -0.206	Eh
DFT total energy	-10277.860	eV
charge	+1
HOMO level (spin up / spin down)	-11.63 / -14.69	eV
2S+1	3

Atoms and positions in Å:
C (0.85, -1.10, 2.00)
C (1.89, -1.42, 1.10)
C (1.57, -0.79, -0.18)
C (1.08, -1.68, -1.24)
O (0.00, -1.50, -1.81)
Ag (-1.25, -2.44, -3.14)
H (0.95, -0.17, 2.56)
H (0.52, -1.93, 2.63)
H (2.91, -1.25, 1.45)
H (0.42, -0.33, 0.53)
H (2.40, -0.20, -0.58)
H (1.71, -2.55, -1.53)

- Among the records above, which one has the lowest DFT total energy?
  C3H4ClN

- What is the formula in the sixth record?
  C3H4ClN

- Which of these has the lowest DFT total energy?
  C3H4ClN